[1]
ORCA calculation (the ωB97M-V functional and the def2-TZVPD basis) on a structure of composition C20H38F2InN2O5S2 in a non-equilibrium geometry.

For the strongest force on any atom, the calculation gives 2.37 eV Å⁻¹. As for the total charge: -1. The calculated total energy comes out at -2456.8440 Eh. The value obtained for the highest occupied orbital energy is -5.7 eV. The calculation puts the molar mass at 603.5 g mol⁻¹. As for the LUMO energy: 0.080 hartree.

Each line ends with the Mulliken charge.
Geometry (Å):
1 C 5.0832 1.3388 2.1062  -1.198
2 C 5.5640 1.6281 0.6878  -0.268
3 C 4.4826 2.3468 -0.1348  -0.898
4 C 3.3315 1.3676 -0.4555  0.300
5 C 2.9186 1.3306 -1.9358  -0.936
6 C 1.4410 1.6736 -2.1981  -1.077
7 C 0.4272 0.9323 -1.3136  1.113
8 C -0.5261 0.0493 -2.1469  -0.019
9 C -0.0134 -1.3792 -2.3235  -1.530
10 In 0.1175 -2.5146 -0.3974  0.879
11 C -1.0554 -1.6125 1.2225  -1.117
12 C -2.5613 -1.9630 1.1638  -0.872
13 C -3.4208 -0.7222 0.8775  0.847
14 C -4.8563 -0.9620 1.3440  -1.149
15 C -5.9107 0.0113 0.7800  -0.688
16 C -5.7119 0.4263 -0.6767  -0.844
17 C -4.7921 1.6352 -0.8933  0.593
18 S -5.1300 3.0660 0.1674  -0.256
19 C -3.7907 2.9354 1.2888  0.519
20 N -3.7714 2.9893 2.5502  -0.320
21 N -2.4384 2.7955 2.9128  -0.449
22 C -1.7859 2.6307 1.8566  -0.101
23 O -2.5793 2.7180 0.7471  -0.196
24 C -0.3708 -4.6478 -0.8541  -0.860
25 C -1.3953 -5.1552 0.0598  0.514
26 O -1.2975 -5.3122 1.2595  -0.561
27 F -2.5901 -5.4280 -0.5550  -0.301
28 S 2.5661 -2.4595 0.4189  0.847
29 O 2.7799 -1.3990 1.3700  -0.548
30 O 2.8264 -3.7491 1.0077  -0.623
31 F 3.6719 -2.2500 -0.7899  -0.321
32 H 5.1686 2.2642 2.6758  0.360
33 H 5.7089 0.6043 2.6084  0.332
34 H 4.0636 0.9742 2.1251  0.223
35 H 5.8139 0.6821 0.2083  0.212
36 H 6.4736 2.2100 0.6935  0.463
37 H 4.1590 3.1843 0.4797  0.258
38 H 4.9706 2.6934 -1.0409  0.394
39 H 2.4981 1.5931 0.2021  0.225
40 H 3.6738 0.3779 -0.1874  -0.094
41 H 3.1000 0.3474 -2.3620  0.211
42 H 3.5222 2.0617 -2.4699  0.451
43 H 1.3286 2.7524 -2.0925  0.377
44 H 1.2569 1.4706 -3.2510  0.340
45 H -0.1907 1.6636 -0.7956  -0.257
46 H 0.9254 0.2983 -0.5848  -0.302
47 H -1.5413 0.0642 -1.7513  -0.597
48 H -0.5670 0.5173 -3.1334  0.634
49 H -0.6389 -1.9517 -3.0045  0.482
50 H 0.9839 -1.3467 -2.7631  0.337
51 H -0.9696 -0.5290 1.2026  0.375
52 H -0.6500 -1.9664 2.1642  0.486
53 H -2.8677 -2.3961 2.1131  0.258
54 H -2.7899 -2.7155 0.4076  0.366
55 H -2.9841 0.0741 1.4781  0.012
56 H -3.3414 -0.5533 -0.1913  -0.282
57 H -4.8535 -0.8349 2.4246  0.304
58 H -5.1411 -1.9967 1.1707  0.448
59 H -6.0229 0.8585 1.4473  0.459
60 H -6.8707 -0.5019 0.8212  0.383
61 H -5.2524 -0.4080 -1.2008  0.328
62 H -6.6701 0.6511 -1.1343  0.379
63 H -4.8607 1.9952 -1.9131  0.512
64 H -3.7634 1.3262 -0.7658  -0.807
65 H -0.7431 2.4326 1.7415  0.566
66 H -0.7531 -4.7097 -1.8697  0.364
67 H 0.5498 -5.2167 -0.8095  0.330
68 O 8.5766 1.5011 -0.1992  -0.644
69 H 8.3825 0.5586 -0.1817  0.325
70 H 9.1031 1.6499 0.5919  0.309

Forces on atoms 1 to 3 (eV/Å):
0.5087 0.3399 -0.0168
-0.4831 -0.1922 0.0851
0.5484 -0.9903 0.4106

[2]
ORCA calculation (the ωB97M-V functional and the def2-TZVPD basis) on a structure of composition C20H38Ge2MnN2 in a non-equilibrium geometry.

For the strongest force on any atom, the calculation gives 2.02 eV Å⁻¹. As for the total charge: +2. The calculated total energy comes out at -6198.5140 Eh. The value obtained for the highest occupied orbital energy (spin up / spin down) is -13.6 / -13.6 eV. The calculation puts the molar mass at 506.7 g mol⁻¹. As for the multiplicity: 2. As for the LUMO energy (spin up / spin down): -0.298 / -0.261 hartree.

Each line ends with the natural charge from an NBO analysis.
Geometry (Å):
1 Mn -0.1145 0.1451 -0.3951  0.959
2 N -1.1743 -1.8816 -0.7444  -0.859
3 C -0.3680 -2.7858 -1.6044  -0.238
4 C 0.5601 -1.9755 -2.5288  -0.399
5 C 2.0416 -2.0143 -2.1367  -0.418
6 C 2.3942 -1.2888 -0.8382  -0.222
7 N 2.1076 0.1651 -0.9152  -0.872
8 H -1.5116 -2.4084 0.0641  0.420
9 H -2.0162 -1.6334 -1.2753  0.393
10 H -1.0288 -3.4145 -2.2110  0.232
11 H 0.2162 -3.4534 -0.9658  0.220
12 H 0.2097 -0.9177 -2.5666  0.155
13 H 0.4823 -2.3694 -3.5421  0.265
14 H 2.6268 -1.5747 -2.9490  0.230
15 H 2.3554 -3.0545 -2.0402  0.250
16 H 3.4586 -1.4555 -0.6348  0.236
17 H 1.8150 -1.6846 0.0158  0.175
18 H 2.4536 0.5165 -1.8129  0.406
19 H 2.6734 0.6324 -0.2021  0.415
20 C 1.5619 1.2924 4.3277  -0.618
21 C 1.5273 0.6348 2.9615  -0.751
22 Ge -0.3673 0.6196 2.1665  1.035
23 C -1.3416 -0.9930 2.9855  -0.756
24 C -1.8857 -0.6963 4.3705  -0.617
25 C -1.3025 2.2401 2.8348  -0.575
26 C -1.7625 3.0606 1.8716  -0.360
27 Ge -1.2725 2.2643 0.0916  1.258
28 C -2.6619 1.3103 -1.0903  -0.794
29 C -3.6576 2.2512 -1.7543  -0.611
30 C 0.2141 2.9890 -1.1329  -0.768
31 C -0.0942 4.3458 -1.7488  -0.613
32 C -2.4917 4.3010 1.9450  -0.058
33 C -2.8473 4.9484 0.7521  -0.212
34 C -3.5439 6.1360 0.7612  -0.190
35 C -3.9041 6.7102 1.9778  -0.168
36 C -3.5602 6.0830 3.1695  -0.172
37 C -2.8652 4.8927 3.1618  -0.191
38 H 2.5646 1.2082 4.7451  0.240
39 H 0.8805 0.8104 5.0229  0.212
40 H 1.3114 2.3484 4.2658  0.217
41 H 1.8479 -0.4053 3.0221  0.225
42 H 2.1973 1.1595 2.2801  0.205
43 H -0.6223 -1.8113 3.0186  0.224
44 H -2.1588 -1.2817 2.3241  0.209
45 H -1.1008 -0.3904 5.0567  0.213
46 H -2.3398 -1.5981 4.7793  0.240
47 H -2.6489 0.0772 4.3388  0.216
48 H -1.4546 2.4566 3.8829  0.247
49 H -3.2025 0.5865 -0.4737  0.243
50 H -2.0838 0.7675 -1.8674  0.190
51 H -4.2625 2.7555 -1.0017  0.238
52 H -4.3266 1.6852 -2.4017  0.245
53 H -3.1558 3.0009 -2.3634  0.217
54 H 0.3444 2.2277 -1.9262  0.190
55 H 1.1365 3.0521 -0.5503  0.240
56 H -1.0117 4.3215 -2.3341  0.216
57 H 0.7202 4.6404 -2.4102  0.247
58 H -0.1902 5.1023 -0.9705  0.235
59 H -2.5612 4.4924 -0.1959  0.180
60 H -3.8135 6.6294 -0.1611  0.232
61 H -4.4468 7.6427 1.9925  0.238
62 H -3.8384 6.5318 4.1090  0.236
63 H -2.6050 4.4125 4.0892  0.218

Forces on atoms 1 to 3 (eV/Å):
0.2692 -0.4879 -1.5294
0.2686 0.7136 0.4423
0.2738 -0.0428 -0.3881

[3]
ORCA calculation (the ωB97M-V functional and the def2-TZVPD basis) on an isolated molecule of C20H38N4O3S in a non-equilibrium geometry.

For the strongest force on any atom, the calculation gives 1.04 eV Å⁻¹. The energy relative to the best compared isomer or geometry (same formula, charge and spin) comes out at 5.3 kcal per mole. The calculated total energy comes out at -1627.8391 Eh. The value obtained for the highest occupied orbital energy is -7.8 eV. The calculation puts the molar mass at 414.6 g mol⁻¹. As for the structure (SMILES): C[C@@H]1CCC[C@H](C)N1CCNC(=O)C1CCN(S(=O)(=O)N2CCCCC2)CC1. As for the LUMO energy: 0.024 hartree.

Each line ends with the natural charge from an NBO analysis.
Geometry (Å):
1 C 1.0948 1.6899 -3.0790  -0.613
2 H 0.0372 1.4373 -3.1045  0.204
3 H 1.2159 2.6962 -3.4645  0.197
4 H 1.6359 1.0055 -3.7268  0.215
5 C 1.6083 1.5499 -1.6389  -0.041
6 N 3.0618 1.5056 -1.5983  -0.485
7 C 3.6688 0.4169 -0.8798  -0.198
8 H 3.1890 -0.5141 -1.1961  0.198
9 C 3.6306 0.4833 0.6646  -0.252
10 N 2.4094 -0.0688 1.2035  -0.643
11 C 2.3877 -0.9364 2.2316  0.697
12 O 3.3801 -1.2884 2.8370  -0.631
13 C 0.9855 -1.4555 2.5700  -0.317
14 C 0.0460 -0.2911 2.9139  -0.408
15 C -1.3988 -0.7697 3.0261  -0.233
16 N -1.8158 -1.4381 1.8065  -0.675
17 S -1.9806 -0.4014 0.5069  2.457
18 O -0.7489 -0.1779 -0.1998  -0.979
19 O -2.6816 0.7583 0.9670  -0.945
20 N -2.9391 -1.3611 -0.4587  -0.681
21 C -4.2783 -1.5052 0.0780  -0.235
22 C -5.0147 -2.6081 -0.6765  -0.404
23 C -5.0487 -2.2846 -2.1680  -0.399
24 C -3.6246 -2.0776 -2.6770  -0.402
25 C -2.9384 -0.9863 -1.8615  -0.232
26 H -1.8957 -0.8619 -2.1553  0.234
27 H -3.4597 -0.0276 -2.0033  0.181
28 H -3.6303 -1.7913 -3.7293  0.217
29 H -3.0616 -3.0062 -2.5733  0.204
30 H -5.5315 -3.0941 -2.7178  0.213
31 H -5.6281 -1.3729 -2.3290  0.198
32 H -6.0266 -2.7023 -0.2809  0.217
33 H -4.4924 -3.5532 -0.5209  0.202
34 H -4.1682 -1.7493 1.1351  0.230
35 H -4.8241 -0.5545 -0.0038  0.190
36 C -1.0186 -2.6150 1.5222  -0.236
37 C 0.4722 -2.3006 1.3937  -0.417
38 H 0.6201 -1.7632 0.4583  0.228
39 H 1.0386 -3.2326 1.3462  0.221
40 H -1.1967 -3.3280 2.3333  0.203
41 H -1.3999 -3.0329 0.5895  0.228
42 H -1.5209 -1.4771 3.8516  0.203
43 H -2.0735 0.0749 3.1696  0.237
44 H 0.0705 0.4716 2.1340  0.209
45 H 0.3642 0.1668 3.8522  0.224
46 H 1.0831 -2.0969 3.4526  0.224
47 H 1.5508 0.1600 0.7254  0.411
48 H 4.4481 -0.1028 1.0923  0.234
49 H 3.7479 1.5227 0.9901  0.187
50 H 4.7174 0.3653 -1.1880  0.199
51 C 3.7904 2.7643 -1.5903  -0.031
52 C 4.0248 3.2685 -3.0218  -0.614
53 H 4.8035 4.0281 -3.0225  0.203
54 H 4.3421 2.4419 -3.6511  0.216
55 H 3.1272 3.7011 -3.4490  0.198
56 H 4.7807 2.5481 -1.1717  0.196
57 C 3.1525 3.8601 -0.7179  -0.412
58 C 1.6533 3.9832 -0.9621  -0.406
59 C 1.0030 2.6262 -0.7253  -0.414
60 H -0.0736 2.6667 -0.8932  0.219
61 H 1.1592 2.3464 0.3195  0.192
62 H 1.4627 4.3241 -1.9799  0.195
63 H 1.2277 4.7255 -0.2827  0.211
64 H 3.6529 4.8085 -0.9231  0.208
65 H 3.3134 3.6237 0.3372  0.197
66 H 1.2420 0.5786 -1.2927  0.208

Forces on atoms 1 to 3 (eV/Å):
-0.0348 -0.1250 0.2913
-0.1842 0.0271 -0.0756
-0.0027 0.1471 -0.0986

[4]
ORCA calculation (the ωB97M-V functional and the def2-TZVPD basis) on a cluster of 5 separate species, C20H38N5O7 in total in a non-equilibrium geometry.

For the strongest force on any atom, the calculation gives 5.16 eV Å⁻¹. As for the total charge: +1. The calculated total energy comes out at -1584.9333 Eh. The value obtained for the highest occupied orbital energy is -11.1 eV. The calculation puts the molar mass at 460.6 g mol⁻¹. As for the LUMO energy: -0.188 hartree.

Each line ends with the natural charge from an NBO analysis.
Geometry (Å):
1 C 4.5401 1.6425 -0.9901  -0.667
2 C 5.6436 0.6325 -0.4087  -0.090
3 O 5.1301 -0.3562 0.5386  -0.517
4 C 4.4287 0.3533 1.5447  0.339
5 C 5.2194 1.1638 2.6340  0.017
6 N 4.4761 1.9069 3.6336  -0.463
7 C 3.0162 1.9276 3.6542  0.044
8 C 2.1405 1.1326 2.6382  -0.165
9 C 2.8557 0.2859 1.5158  -0.063
10 C 2.0850 -0.5735 0.4242  0.745
11 O 0.8302 -0.4235 0.3491  -0.502
12 O 2.6657 -1.5048 -0.4637  -0.687
13 H 4.8208 1.9013 -2.0726  0.267
14 H 4.5185 2.5663 -0.2990  0.203
15 H 3.4765 1.2340 -1.0149  0.235
16 H 6.1480 0.0884 -1.2882  0.235
17 H 6.4165 1.2763 0.1596  0.172
18 H 6.3560 1.1956 2.6317  0.272
19 H 5.0333 2.4319 4.3214  0.457
20 H 2.4600 2.5427 4.4345  0.273
21 H 0.9839 1.1588 2.6604  0.336
22 H 3.3621 -1.0779 -1.0338  0.531
23 C -1.6657 1.0088 4.4667  0.532
24 O -1.1642 1.6443 3.5500  -0.679
25 N -2.3311 -0.1691 4.3334  -0.411
26 C -2.8991 -0.8640 5.4712  -0.399
27 C -2.4785 -0.7508 3.0115  -0.451
28 H -1.6123 1.3594 5.5098  0.109
29 H -2.4458 -1.8554 5.5450  0.207
30 H -3.9771 -0.9653 5.3243  0.203
31 H -2.7141 -0.3160 6.3968  0.208
32 H -1.4871 -0.9318 2.5876  0.206
33 H -3.0114 -0.0447 2.3681  0.199
34 H -3.0337 -1.6939 3.0653  0.260
35 C 2.1043 -0.5214 -3.2806  0.532
36 O 3.0967 0.0993 -2.9134  -0.703
37 N 1.2202 -0.0995 -4.2196  -0.409
38 C 0.0686 -0.8914 -4.6002  -0.397
39 C 1.4332 1.1842 -4.8631  -0.409
40 H 1.8480 -1.5049 -2.8573  0.125
41 H 0.1288 -1.1160 -5.6678  0.205
42 H -0.8387 -0.3187 -4.3983  0.202
43 H 0.0339 -1.8270 -4.0390  0.208
44 H 2.4041 1.1738 -5.3672  0.199
45 H 1.4409 1.9658 -4.1054  0.229
46 H 0.6466 1.3836 -5.5872  0.231
47 C -4.1883 -3.2649 1.6511  0.533
48 O -3.3542 -3.3844 2.5340  -0.639
49 N -4.1701 -3.9215 0.4586  -0.421
50 C -5.1993 -3.7264 -0.5427  -0.400
51 C -3.0868 -4.8455 0.1816  -0.420
52 H -5.0518 -2.5892 1.7592  0.115
53 H -5.6878 -4.6833 -0.7423  0.204
54 H -4.7372 -3.3535 -1.4603  0.197
55 H -5.9464 -3.0080 -0.2012  0.214
56 H -3.0823 -5.6301 0.9421  0.220
57 H -2.1367 -4.3075 0.2281  0.214
58 H -3.2077 -5.2922 -0.8058  0.210
59 C -1.1894 3.3664 -3.4969  0.539
60 O -0.4911 2.7950 -4.3192  -0.654
61 N -1.7407 2.7889 -2.3910  -0.429
62 C -2.5600 3.5387 -1.4600  -0.400
63 C -1.5007 1.3819 -2.1373  -0.416
64 H -1.4349 4.4359 -3.5922  0.116
65 H -2.0973 3.5040 -0.4704  0.201
66 H -3.5535 3.0854 -1.4150  0.199
67 H -2.6559 4.5794 -1.7737  0.216
68 H -0.4247 1.2129 -2.0425  0.213
69 H -1.8738 0.7977 -2.9816  0.203
70 H -2.0032 1.0664 -1.2222  0.215

Forces on atoms 1 to 3 (eV/Å):
0.1661 0.2608 0.5390
0.7375 1.5306 -1.2978
-1.2633 2.1850 1.8441